Entry 1:
Density functional theory data (ωB97M-V/def2-TZVPD) for C29H30BiClN3O11S as an isolated structure.

Element x y z (Å)
Bi: 0.6562 0.8950 -0.8146
O: 4.1150 2.7592 0.7744
C: 3.3366 1.9083 0.3998
O: 2.1445 2.2253 0.0103
C: 3.8276 0.4463 0.4135
C: 2.9492 -0.6276 1.1012
C: 3.8848 -1.7614 1.5729
C: 4.2474 -2.4180 0.2261
C: 3.3844 -1.5797 -0.7436
O: 2.2537 -1.2789 0.0466
C: 4.0661 -0.2137 -0.9668
C: 3.5616 0.5124 -2.2466
O: 4.3931 0.7035 -3.1161
O: 2.3229 0.8010 -2.3842
H: 4.7851 0.5240 0.9385
H: 2.2561 -0.2341 1.8431
H: 3.3330 -2.4524 2.2105
H: 4.7496 -1.3916 2.1138
H: 3.9433 -3.4646 0.1951
H: 5.3058 -2.3609 -0.0172
H: 3.0865 -2.0943 -1.6547
H: 5.1363 -0.3536 -1.1425
Cl: 0.1166 8.3418 2.7450
C: 0.1237 6.6213 2.5014
C: 0.4371 6.1059 1.2554
C: 0.4192 4.7339 1.0758
C: 0.1265 3.8862 2.1376
C: -0.1529 4.4257 3.3855
C: -0.1720 5.7971 3.5728
C: 0.1500 2.3868 1.9191
O: 0.7403 1.6518 2.6969
O: -0.5247 1.9973 0.8957
H: 0.6955 6.7718 0.4455
H: 0.6700 4.2986 0.1235
H: -0.3448 3.7603 4.2143
H: -0.3976 6.2325 4.5363
C: -2.1801 4.4347 -2.9766
C: -2.7091 3.2281 -2.5475
C: -1.8748 2.2555 -2.0257
C: -0.5080 2.4724 -1.9124
C: 0.0091 3.6858 -2.3315
C: -0.8184 4.6594 -2.8726
H: -2.8277 5.1901 -3.4011
H: -3.7747 3.0497 -2.6049
H: -2.2953 1.3130 -1.7023
H: 1.0699 3.8621 -2.2380
H: -0.3996 5.6019 -3.1985
C: 0.3907 -5.1812 0.5475
C: -0.7501 -4.3102 1.0213
S: -2.3354 -5.1060 0.6012
O: -2.4545 -5.2400 -0.8234
O: -2.4682 -6.3026 1.3864
C: -3.6220 -3.9298 1.2119
C: -4.1255 -2.9796 0.1330
N: -3.0724 -2.4404 -0.6922
C: -2.1457 -1.5041 -0.3432
N: -1.2962 -1.2885 -1.3264
C: -1.6396 -2.1023 -2.3369
C: -2.7495 -2.8376 -1.9769
N: -3.4633 -3.7350 -2.7925
O: -2.8873 -4.1423 -3.7769
O: -4.6235 -3.9904 -2.5139
C: -2.1146 -0.8216 0.9689
H: 1.3411 -4.7058 0.7811
H: 0.3238 -5.3204 -0.5281
H: 0.3441 -6.1553 1.0279
H: -0.7266 -3.3422 0.5323
H: -0.7562 -4.2031 2.1027
H: -3.1689 -3.4123 2.0514
H: -4.4314 -4.5562 1.5753
H: -4.6666 -2.1453 0.5944
H: -4.8115 -3.5106 -0.5308
H: -1.1083 -2.1189 -3.2668
H: -3.1241 -0.5645 1.2863
H: -1.5254 0.0954 0.9038
H: -1.6534 -1.4536 1.7282

Atoms 1-2, force components in eV/Å:
0.26 0.27 0.07
0.36 0.15 0.12

The spin multiplicity is 1. The HOMO energy is -5.87 eV. As for the charge: -1. The calculation puts the energy above the lowest of the compared OMol25 structures with the same formula, charge and spin at 0.138 eV.

Entry 2:
Density functional theory data (ωB97M-V/def2-TZVPD) for C29H30BiNO9S2 as an isolated structure.

Element x y z (Å)
Bi: -0.0541 0.6589 0.3190
O: 0.5949 -2.2434 3.7626
C: 0.9718 -1.3571 2.9825
O: 0.4439 -0.2290 2.7686
C: 2.2481 -1.6803 2.1388
C: 2.9513 -0.4186 1.6147
C: 4.4072 -0.7486 1.2394
C: 4.2033 -1.5738 -0.0595
C: 2.6696 -1.5309 -0.2051
O: 2.3756 -0.2252 0.3098
C: 2.0244 -2.4801 0.8176
C: 0.5657 -2.7889 0.3978
O: 0.1821 -3.9609 0.5008
O: -0.0989 -1.8263 -0.1117
H: 2.8992 -2.2430 2.8088
H: 2.7932 0.4728 2.2133
H: 4.9564 0.1723 1.0373
H: 4.9194 -1.3041 2.0250
H: 4.6824 -1.0984 -0.9172
H: 4.5741 -2.5962 0.0182
H: 2.2923 -1.6331 -1.2198
H: 2.5389 -3.4388 0.8550
C: -0.4529 3.8133 6.1845
C: -0.9360 3.6891 4.7631
C: -1.2571 2.4457 4.2309
C: -1.6950 2.3250 2.9227
C: -1.7881 3.4527 2.1226
C: -1.4720 4.7008 2.6348
C: -1.0608 4.8154 3.9533
S: -2.2965 3.2952 0.4108
O: -2.6084 4.6454 -0.0256
O: -3.3932 2.3513 0.4102
N: -1.0781 2.6781 -0.4093
C: -0.0184 3.6254 -0.7304
C: 1.1866 3.5238 0.2147
O: 1.8819 4.5147 0.4177
O: 1.4263 2.3504 0.7164
H: -0.7272 2.9316 6.7633
H: -0.8762 4.6953 6.6692
H: 0.6356 3.9034 6.2125
H: -1.1560 1.5509 4.8330
H: -1.9767 1.3570 2.5347
H: -1.5630 5.5676 1.9931
H: -0.8325 5.7963 4.3573
H: -0.3873 4.6503 -0.7223
H: 0.3549 3.4126 -1.7387
C: -4.3272 -0.6890 -0.5123
S: -3.1552 -0.8054 0.8643
C: -2.8709 -2.5922 0.8339
H: -3.8846 -1.1152 -1.4132
H: -4.5121 0.3717 -0.6501
H: -5.2490 -1.2137 -0.2590
H: -3.8070 -3.1111 1.0486
H: -2.1303 -2.8112 1.5997
H: -2.4553 -2.8888 -0.1251
C: 3.4797 1.9038 -4.4115
C: 3.5469 2.0719 -3.0132
C: 2.5465 1.6044 -2.2070
C: 1.4035 0.9543 -2.7460
C: 0.3346 0.4778 -1.9307
C: -0.7239 -0.1462 -2.5486
C: -0.7870 -0.3110 -3.9443
C: 0.2229 0.1525 -4.7388
C: 1.3442 0.7892 -4.1633
C: 2.4058 1.2708 -4.9682
H: 4.2810 2.2754 -5.0405
H: 4.3984 2.5817 -2.5783
H: 2.6090 1.7227 -1.1355
H: -1.5322 -0.5368 -1.9375
H: -1.6452 -0.8053 -4.3868
H: 0.1828 0.0410 -5.8179
H: 2.3449 1.1237 -6.0424

Atoms 1-2, force components in eV/Å:
0.27 -0.33 0.17
0.09 0.25 0.00

The spin multiplicity is 1. The HOMO energy is -2.71 eV. As for the charge: -2. The calculation puts the energy above the lowest of the compared OMol25 structures with the same formula, charge and spin at 0.000 eV.

Entry 3:
Density functional theory data (ωB97M-V/def2-TZVPD) for C29H30BrN5O4Ru as an isolated structure.

Element x y z (Å)
Ru: 0.3896 0.9108 0.2852
C: -0.9553 1.9636 4.2968
C: -0.4047 1.0728 3.2055
O: 0.3889 1.5915 2.4005
C: -0.7927 -0.2996 3.2536
C: -0.4018 -1.3240 2.4154
C: -0.7187 -2.7365 2.8507
N: 0.2162 -1.1179 1.2437
N: 0.7501 -2.2609 0.7578
C: 1.1848 -2.3041 -0.4170
O: 1.0901 -1.2288 -1.2778
C: 1.9677 -3.4725 -0.8866
C: 2.7686 -3.3934 -2.0158
C: 3.5198 -4.4884 -2.4364
C: 3.4743 -5.6824 -1.7383
C: 2.6691 -5.7688 -0.6082
C: 1.9236 -4.6772 -0.1883
H: -0.5330 2.9625 4.1934
H: -0.7233 1.5618 5.2872
H: -2.0392 2.0205 4.1819
H: -1.4295 -0.5811 4.0831
H: -1.2679 -2.7275 3.7903
H: 0.2087 -3.2968 2.9801
H: -1.3027 -3.2623 2.0937
H: 2.8147 -2.4660 -2.5738
H: 4.1412 -4.4012 -3.3197
H: 4.0551 -6.5354 -2.0684
H: 2.6199 -6.6965 -0.0500
H: 1.2978 -4.7319 0.6951
C: -0.7928 1.8489 -2.7313
N: 0.5473 1.6930 -2.1527
C: 1.1547 3.0074 -1.9820
C: 1.4129 0.8763 -3.0162
C: 0.7574 -0.4153 -3.4373
C: 0.2760 -0.5965 -4.7263
C: -0.4380 -1.7355 -5.0871
C: -0.6943 -2.7021 -4.1245
C: -0.2083 -2.5519 -2.8319
C: 0.5401 -1.4295 -2.5085
H: -0.7374 2.1694 -3.7874
H: -1.3269 2.5916 -2.1477
H: -1.3500 0.9163 -2.6741
H: 1.2249 3.5370 -2.9473
H: 2.1524 2.8974 -1.5620
H: 0.5471 3.5857 -1.2894
H: 2.3360 0.6856 -2.4675
H: 1.6619 1.4480 -3.9245
H: 0.4451 0.1899 -5.4548
H: -0.8054 -1.8547 -6.0990
H: -1.2753 -3.5841 -4.3749
H: -0.3999 -3.3068 -2.0784
C: 4.1904 1.2484 2.4588
C: 3.3445 1.2252 1.2669
N: 2.5812 1.2406 0.4058
H: 5.2328 1.0796 2.1908
H: 3.8706 0.4638 3.1461
H: 4.1017 2.2090 2.9670
Br: -1.3261 7.9604 -0.5267
C: -2.3793 6.5619 0.2195
C: -3.6342 6.8582 0.7210
N: -4.4158 5.9234 1.2562
C: -3.9409 4.6733 1.2995
C: -2.6930 4.2944 0.8097
C: -1.8968 5.2692 0.2536
C: -2.2185 2.8430 0.9040
O: -2.8989 2.0931 1.6171
O: -1.2386 2.5721 0.1555
H: -4.0167 7.8717 0.6937
H: -4.5703 3.9147 1.7484
H: -0.9223 5.0095 -0.1363

Atoms 1-2, force components in eV/Å:
-0.25 1.21 0.65
0.00 0.03 0.06

The spin multiplicity is 2. The HOMO energy (spin up / spin down) is -2.74 / -2.58 eV. As for the charge: -1. The calculation puts the energy above the lowest of the compared OMol25 structures with the same formula, charge and spin at 2.303 eV. As for the expectation value of S²: 1.20.

Entry 4:
Density functional theory data (ωB97M-V/def2-TZVPD) for C29H30FFeN4O4 as an isolated structure.

Element x y z (Å)
Fe: -0.2853 -1.8037 0.4385
O: 0.1972 -2.1596 -3.7725
C: 0.2832 -2.2404 -2.5517
O: -0.6446 -2.1967 -1.6806
C: 1.6387 -2.5230 -1.9136
C: 2.7795 -2.9608 -2.5694
C: 3.8271 -3.4458 -1.7954
C: 3.6805 -3.5546 -0.4153
C: 2.5041 -3.0860 0.1435
N: 1.5684 -2.5179 -0.5950
C: 1.9817 -3.3461 1.5474
O: 2.7474 -3.6032 2.4685
O: 0.7023 -3.3148 1.5590
H: 2.8046 -2.9405 -3.6499
H: 4.7324 -3.8029 -2.2724
H: 4.4249 -4.0161 0.2185
C: -3.6088 -1.3999 -1.0967
C: -3.5181 -0.0121 -1.7307
C: -4.2037 1.0188 -0.8239
C: -2.1552 0.4955 -2.2060
C: -2.1100 0.9189 -3.5294
C: -0.9826 1.5055 -4.0818
C: 0.1120 1.7313 -3.2762
C: 0.1072 1.3325 -1.9413
C: 1.2922 1.6761 -1.0655
C: 1.6389 3.1657 -1.1264
C: 2.5246 0.8336 -1.3929
C: -0.9944 0.6477 -1.4135
N: -0.9335 0.0681 -0.1088
C: -1.3822 0.8420 0.9190
C: -1.4895 2.2481 0.9381
C: -1.9116 2.9336 2.0701
C: -2.2634 2.2677 3.2351
C: -2.2308 0.8715 3.2369
C: -1.8231 0.2244 2.1051
F: -1.8845 -1.1561 2.0848
H: -4.6636 -1.6844 -1.0270
H: -3.1999 -1.4012 -0.0865
H: -3.0741 -2.1397 -1.6850
H: -4.1151 -0.0636 -2.6462
H: -3.7430 1.0482 0.1623
H: -5.2590 0.7620 -0.6932
H: -4.1470 2.0235 -1.2495
H: -2.9881 0.7732 -4.1487
H: -0.9669 1.7867 -5.1276
H: 0.9944 2.2100 -3.6865
H: 0.9796 1.4597 -0.0467
H: 1.9761 3.4588 -2.1229
H: 2.4438 3.3966 -0.4228
H: 0.7766 3.7847 -0.8709
H: 2.8642 1.0309 -2.4133
H: 2.3065 -0.2304 -1.3120
H: 3.3512 1.0640 -0.7139
H: -1.2310 2.7898 0.0370
H: -1.9688 4.0158 2.0343
H: -2.5804 2.8086 4.1165
H: -2.5301 0.2891 4.0989
C: 2.1408 1.3001 2.2814
C: 1.5399 0.2067 3.0868
N: 0.8293 -0.8023 2.6398
C: 0.4962 -1.5493 3.7563
C: 0.9951 -0.9720 4.8748
N: 1.6624 0.1531 4.4354
H: 2.1234 1.0075 1.2383
H: 3.1783 1.4775 2.5714
H: 1.5774 2.2297 2.3918
H: -0.0620 -2.4620 3.6675
H: 0.9693 -1.2622 5.9095
H: 2.1989 0.7903 4.9951

Atoms 1-2, force components in eV/Å:
1.30 -0.33 -0.90
0.07 -0.02 0.00

The spin multiplicity is 5. The HOMO energy (spin up / spin down) is -4.48 / -4.54 eV. As for the charge: -1. The calculation puts the energy above the lowest of the compared OMol25 structures with the same formula, charge and spin at 1.565 eV. As for the expectation value of S²: 6.01.

Entry 5:
Density functional theory data (ωB97M-V/def2-TZVPD) for C29H30FN6O4SZr as an isolated structure.

Element x y z (Å)
Zr: -1.0538 -1.6233 -0.6908
C: -6.7029 2.3661 1.8742
C: -5.8228 1.7133 2.9305
C: -5.5073 2.5947 4.1260
C: -4.7257 3.8242 3.6901
C: -3.5256 3.4341 2.8694
C: -2.4505 4.2770 2.7502
C: -1.3273 3.9218 1.9879
F: -0.3253 4.7815 1.9175
C: -1.2342 2.7258 1.3425
C: -2.3099 1.8279 1.4609
C: -2.2696 0.5542 0.8519
O: -1.2093 0.1690 0.1038
C: -3.3320 -0.3215 1.0537
C: -4.4593 0.0888 1.7467
N: -4.5234 1.2907 2.2852
C: -3.4629 2.1825 2.2070
C: -3.0460 -1.6258 0.3849
O: -3.1519 -1.7011 -0.8829
O: -2.1567 -2.3853 0.8992
H: -7.6231 2.7119 2.3435
H: -6.9727 1.6566 1.0916
H: -6.2141 3.2214 1.4074
H: -6.2849 0.7886 3.2752
H: -4.9329 2.0227 4.8584
H: -6.4438 2.8809 4.6017
H: -4.4014 4.4006 4.5555
H: -5.3579 4.4913 3.0990
H: -2.4499 5.2354 3.2555
H: -0.3642 2.4823 0.7509
H: -5.3256 -0.5492 1.8643
C: 7.5128 -2.4064 0.6409
C: 6.4264 -2.1379 -0.3637
C: 5.6313 -3.1669 -0.8653
C: 4.6600 -2.9206 -1.8256
C: 4.4660 -1.6286 -2.3103
N: 3.4673 -1.4649 -3.3125
C: 3.0048 -0.3013 -3.8327
O: 3.2868 0.8178 -3.4996
N: 2.0171 -0.5720 -4.8544
C: 0.7306 -0.8789 -4.5098
C: -0.2640 -1.1503 -5.4686
C: -1.5348 -1.5075 -5.0698
C: -1.8349 -1.5940 -3.7213
N: -0.9132 -1.2794 -2.7943
C: 0.3308 -0.8982 -3.1806
C: 5.2456 -0.5830 -1.8238
C: 6.2114 -0.8543 -0.8633
H: 7.3457 -3.3412 1.1729
H: 7.5929 -1.5975 1.3665
H: 8.4788 -2.4828 0.1388
H: 5.7872 -4.1812 -0.5189
H: 4.1073 -3.7504 -2.2525
H: 3.2401 -2.2951 -3.8401
H: 2.1790 -0.1335 -5.7509
H: -0.0214 -1.0841 -6.5227
H: -2.3026 -1.7196 -5.8002
H: -2.8151 -1.8872 -3.3713
H: 1.0124 -0.5576 -2.4084
H: 5.1204 0.4198 -2.2020
H: 6.8332 -0.0393 -0.5114
C: 3.2432 -0.2292 1.6772
N: 2.7591 -1.1970 0.6832
C: 1.6043 -1.7868 0.6893
N: 0.6552 -1.4974 1.6276
S: 1.1296 -2.9126 -0.5551
H: 4.0474 0.3375 1.2194
H: 3.6287 -0.7445 2.5570
H: 2.4519 0.4641 1.9580
H: 3.4162 -1.4792 -0.0493
H: 0.9410 -0.9271 2.4172
H: 0.0886 -2.2891 1.9192

Atoms 1-2, force components in eV/Å:
2.66 0.01 -0.19
0.03 -0.01 -0.02

The spin multiplicity is 1. The HOMO energy is -15.30 eV. As for the charge: +3. The calculation puts the energy above the lowest of the compared OMol25 structures with the same formula, charge and spin at 0.392 eV.

Entry 6:
Density functional theory data (ωB97M-V/def2-TZVPD) for a 2-piece molecular cluster, C29H30N2O2 overall.

Element x y z (Å)
C: -1.2219 -1.8386 5.8569
C: -1.2370 -2.7363 4.6233
O: -0.5869 -2.1457 3.5153
C: -1.1005 -2.6051 2.3204
C: -0.2849 -2.4129 1.1318
C: -0.7153 -3.0477 -0.1334
N: 0.9095 -1.8880 1.3024
C: 1.9634 -1.9828 0.5030
C: 3.2355 -1.5951 0.9794
C: 4.4273 -1.8338 0.2740
C: 5.6397 -1.4674 0.8131
C: 5.6924 -0.8646 2.0609
C: 4.5303 -0.6319 2.7790
C: 3.3220 -0.9960 2.2466
O: -2.1574 -3.2219 2.2257
H: -1.4161 -2.3994 6.7735
H: -0.2498 -1.3516 5.9616
H: -1.9697 -1.0426 5.7919
H: -0.7109 -3.6865 4.7958
H: -2.2559 -3.0005 4.3120
H: -1.7992 -3.1756 -0.1530
H: -0.4263 -2.4528 -0.9998
H: -0.2715 -4.0382 -0.2264
H: 1.8783 -2.5107 -0.4286
H: 4.3834 -2.3169 -0.6852
H: 6.5494 -1.6277 0.2563
H: 6.6401 -0.5472 2.4660
H: 4.5725 -0.1497 3.7455
H: 2.4088 -0.8370 2.7924
C: -2.5279 3.1599 2.5898
N: -2.1691 2.6252 1.2763
C: -1.2918 1.6059 1.0529
C: -1.0551 1.4720 -0.3235
C: -0.0547 0.6399 -0.8762
C: 0.0733 0.3070 -2.2587
C: -1.0648 0.2100 -3.0846
C: -0.9401 -0.0106 -4.4318
C: 0.3076 -0.1683 -5.0219
C: 0.4028 -0.3608 -6.4941
C: 1.4421 -0.1383 -4.2047
C: 1.3311 0.0718 -2.8501
C: -1.8727 2.4933 -0.9730
C: -2.0102 2.9329 -2.3002
C: -2.7899 4.0326 -2.5707
C: -3.4496 4.7177 -1.5456
C: -3.3297 4.3128 -0.2381
C: -2.5378 3.2013 0.0496
H: -3.2622 3.9605 2.5065
H: -2.9418 2.3667 3.2107
H: -1.6388 3.5556 3.0791
H: -0.8436 1.0112 1.8301
H: 0.6896 0.2654 -0.1916
H: -2.0400 0.3131 -2.6396
H: -1.8224 -0.0497 -5.0495
H: 1.4365 -0.4269 -6.8324
H: -0.1088 -1.2749 -6.7931
H: -0.0723 0.4690 -7.0181
H: 2.4180 -0.2399 -4.6464
H: 2.2126 0.0929 -2.2256
H: -1.5073 2.4291 -3.1087
H: -2.8707 4.3912 -3.5869
H: -4.0471 5.5818 -1.7832
H: -3.8147 4.8549 0.5532

Atoms 1-2, force components in eV/Å:
0.23 0.24 -0.37
-0.44 -0.68 0.51

The spin multiplicity is 1. The HOMO energy is -4.92 eV. The calculation puts the energy above the lowest of the compared OMol25 structures with the same formula, charge and spin at 1.174 eV.

Entry 7:
Density functional theory data (ωB97M-V/def2-TZVPD) for C29H30N3PPt as an isolated structure.

Element x y z (Å)
Pt: 1.3505 0.0833 -0.3545
N: 3.5337 -0.7056 -0.4331
C: 4.5067 -0.0844 0.4726
C: 4.8540 1.3437 0.0539
C: 3.7815 2.3801 0.3712
N: 2.6092 2.2305 -0.4951
H: 3.3573 -1.6682 -0.1651
H: 3.8831 -0.7155 -1.3845
H: 5.4334 -0.6684 0.5004
H: 4.0775 -0.0808 1.4753
H: 5.0702 1.3598 -1.0206
H: 5.7679 1.6348 0.5740
H: 4.2165 3.3833 0.2911
H: 3.4549 2.2482 1.4049
H: 2.8520 2.4166 -1.4616
H: 1.8922 2.8952 -0.2321
C: -4.0594 2.7062 -2.5276
C: -4.4119 1.6554 -1.6930
C: -3.4611 1.0613 -0.8769
C: -2.1505 1.5245 -0.8866
C: -1.7933 2.5529 -1.7609
C: -2.7453 3.1506 -2.5694
P: -0.8069 0.9249 0.1786
C: -0.9974 1.9691 1.6698
C: -0.0879 1.7705 2.7101
C: -0.1984 2.4926 3.8853
C: -1.2037 3.4416 4.0276
C: -2.0945 3.6624 2.9901
C: -1.9934 2.9313 1.8137
C: -1.0254 -0.7195 0.9038
C: -2.1180 -1.3784 1.4435
C: -1.9172 -2.6313 2.0062
C: -0.6381 -3.1675 2.0537
C: 0.4560 -2.4785 1.5340
C: 0.2747 -1.2405 0.9330
H: -4.8089 3.1824 -3.1464
H: -5.4361 1.3063 -1.6736
H: -3.7445 0.2464 -0.2252
H: -0.7589 2.8779 -1.7943
H: -2.4663 3.9607 -3.2309
H: 0.7049 1.0423 2.5763
H: 0.4941 2.3116 4.6975
H: -1.2839 4.0116 4.9445
H: -2.8776 4.4032 3.0906
H: -2.6995 3.1082 1.0132
H: -3.1101 -0.9438 1.4179
H: -2.7569 -3.1921 2.3971
H: -0.4919 -4.1505 2.4864
H: 1.4371 -2.9352 1.6065
C: 0.8104 -0.8196 -2.3894
C: 0.3027 -2.1519 -2.1891
C: 1.1716 -3.2578 -2.0649
C: 0.7063 -4.5171 -1.7690
C: -0.6655 -4.7418 -1.6060
C: -1.5511 -3.6717 -1.7809
C: -1.0784 -2.4153 -2.0745
C: -1.1425 -6.0381 -1.2683
N: -1.5247 -7.0915 -0.9975
H: 0.0911 -0.1213 -2.8105
H: 1.7724 -0.7899 -2.9002
H: 2.2371 -3.0967 -2.1990
H: 1.3890 -5.3504 -1.6572
H: -2.6138 -3.8513 -1.6779
H: -1.7752 -1.5948 -2.2070

Atoms 1-2, force components in eV/Å:
-0.78 0.72 1.09
-1.20 -0.20 0.44

The spin multiplicity is 1. The HOMO energy (spin up / spin down) is -5.48 / -5.43 eV. The calculation puts the energy above the lowest of the compared OMol25 structures with the same formula, charge and spin at 2.514 eV.